Entry 1:
{"formula": "C4H12", "method": "the ωB97M-V functional and the def2-TZVPD basis", "species": ["C", "C", "H", "H", "H", "H", "H", "H", "C", "C", "H", "H", "H", "H", "H", "H"], "positions_angstrom": [[0.526602, 0.614287, -2.150997], [-0.197664, -0.714259, -1.882119], [-0.281603, 1.281766, -2.705258], [0.835814, 1.292324, -1.359978], [1.178920, 0.483714, -3.131173], [0.346770, -1.511680, -1.574056], [-0.739182, -1.146575, -2.783510], [-1.084731, -0.461117, -1.102463], [0.482175, -0.273299, 1.739584], [-0.734649, 0.337721, 2.359811], [1.215187, 0.505414, 1.402490], [0.898586, -1.130383, 2.393336], [0.252749, -0.635423, 0.752852], [-1.200163, -0.411009, 3.116953], [-0.449560, 1.242170, 2.973877], [-1.431571, 0.704097, 1.619250]], "forces_ev_per_a": [[-1.871, 0.708, -4.870], [-4.393, 2.723, 0.135], [1.179, -1.099, 1.263], [0.678, -0.724, 0.144], [-0.279, 0.384, 2.597], [1.989, -2.075, 1.509], [0.634, 1.056, 0.737], [2.025, -0.976, -1.578], [1.448, -0.534, -0.261], [-0.325, 0.245, 2.677], [-0.063, -0.628, 1.126], [-0.193, 1.642, -1.246], [-0.377, -0.971, -0.194], [0.326, 1.365, -1.526], [-0.335, -0.926, -0.457], [-0.442, -0.191, -0.056]], "total_energy_ha": -159.53219, "orbital_gap_ev": 12.270, "lumo_ev": 1.1, "homo_ev": -11.159, "total_charge": 0, "smiles": "CC.CC", "multiplicity": 1}

=====

Entry 2:
{"formula": "C4H12", "method": "the ωB97M-V functional and the def2-TZVPD basis", "species": ["C", "C", "H", "H", "H", "H", "H", "H", "C", "C", "H", "H", "H", "H", "H", "H"], "positions_angstrom": [[1.138614, -1.864894, 0.805799], [0.532468, -1.871908, 2.228475], [1.316705, -2.861271, 0.420503], [0.564813, -1.259682, 0.100606], [2.078744, -1.300694, 0.716907], [-0.096267, -2.754711, 2.170184], [-0.089738, -0.996887, 2.420042], [1.237190, -1.874541, 3.053768], [-0.404247, 2.477857, -1.489090], [-1.327567, 1.246313, -1.480989], [0.597336, 2.187958, -1.826833], [-0.775181, 3.275435, -2.125600], [-0.118174, 2.855209, -0.503462], [-0.699831, 0.366541, -1.615750], [-1.913916, 1.198066, -0.569366], [-2.040949, 1.177207, -2.305195]], "forces_ev_per_a": [[0.910, 1.563, 0.125], [-0.213, 0.145, -1.148], [-0.088, -0.101, -0.092], [-0.663, -0.556, 0.024], [0.174, -0.408, 0.483], [-0.252, -0.054, 0.967], [-0.129, -0.041, -0.240], [0.256, -0.538, -0.124], [0.716, -0.367, -0.096], [0.316, 0.061, -0.129], [-0.252, 0.032, -0.597], [0.051, 0.194, 0.141], [-0.795, 0.106, 0.122], [-0.184, -0.251, 0.472], [0.041, -0.259, 0.161], [0.113, 0.475, -0.069]], "total_energy_ha": -159.56731, "orbital_gap_ev": 12.716, "lumo_ev": 1.1, "homo_ev": -11.632, "total_charge": 0, "smiles": "CC.CC", "multiplicity": 1}

=====

Entry 3:
{"formula": "C4H12", "method": "the ωB97M-V functional and the def2-TZVPD basis", "species": ["C", "C", "H", "H", "H", "H", "H", "H", "C", "C", "H", "H", "H", "H", "H", "H"], "positions_angstrom": [[0.495216, 1.812502, 2.211847], [1.366616, 1.433940, 0.994917], [0.055031, 2.793406, 2.105723], [-0.211543, 0.989028, 2.303468], [1.095504, 1.703098, 3.115001], [2.391012, 1.786801, 0.980993], [1.323704, 0.384214, 0.663768], [0.847566, 1.739783, 0.069853], [-1.306293, -2.149112, -1.227613], [-0.519734, -1.082488, -1.968114], [-2.300061, -2.377565, -1.616243], [-0.810945, -3.117873, -1.095533], [-1.472048, -1.892651, -0.172971], [0.304119, -0.785094, -1.320415], [-1.132931, -0.193531, -2.072577], [-0.237600, -1.420279, -2.961642]], "forces_ev_per_a": [[1.211, -1.684, -0.377], [-1.221, -0.239, -1.573], [-0.185, 0.048, 0.199], [-0.674, 0.501, 0.037], [-0.019, 0.514, 0.129], [0.029, 0.112, 0.070], [0.514, -0.253, 1.271], [0.340, 0.993, 0.241], [-0.430, -0.787, 1.127], [-0.552, -0.179, 0.578], [0.090, 0.185, -0.317], [0.292, 0.142, -0.585], [-0.071, 0.459, -0.192], [0.431, -0.088, -0.506], [-0.147, 0.169, -0.161], [0.393, 0.107, 0.060]], "total_energy_ha": -159.56632, "orbital_gap_ev": 12.581, "lumo_ev": 1.1, "homo_ev": -11.499, "total_charge": 0, "smiles": "CC.CC", "multiplicity": 1}

=====

Entry 4:
{"formula": "C4H12", "method": "the ωB97M-V functional and the def2-TZVPD basis", "species": ["C", "C", "H", "H", "H", "H", "H", "H", "C", "C", "H", "H", "H", "H", "H", "H"], "positions_angstrom": [[1.827246, 1.838944, 0.115647], [1.877843, 0.911206, -1.108126], [1.984679, 2.880443, -0.148848], [0.852434, 1.774548, 0.576771], [2.567015, 1.423376, 0.793734], [1.307629, 0.013517, -0.838668], [2.826958, 0.445007, -1.401957], [1.542526, 1.236021, -2.100404], [-1.202941, -0.979134, 0.437767], [-2.501717, -1.755756, 0.553439], [-1.265759, -0.002652, 0.911550], [-0.436280, -1.554283, 0.955185], [-0.980156, -0.801724, -0.610549], [-2.818919, -1.917309, 1.583569], [-3.325343, -1.245315, 0.045604], [-2.474335, -2.739081, 0.084766]], "forces_ev_per_a": [[0.313, -0.491, -1.135], [-0.197, -1.390, -0.603], [0.416, 0.059, 0.217], [-0.258, -0.034, 0.165], [0.067, 0.565, 0.391], [-0.231, 0.154, -0.286], [0.458, 0.601, 0.707], [-0.553, 0.534, 0.541], [-0.347, -0.302, 0.214], [-0.858, 0.053, -0.172], [-0.090, 0.067, 0.135], [0.392, 0.183, -0.317], [0.387, -0.158, -0.037], [0.105, 0.088, 0.085], [0.042, 0.131, 0.112], [0.355, -0.062, -0.019]], "total_energy_ha": -159.57276, "orbital_gap_ev": 12.601, "lumo_ev": 1.1, "homo_ev": -11.453, "total_charge": 0, "smiles": "CC.CC", "multiplicity": 1}

=====

Entry 5:
{"formula": "C4H12", "method": "the ωB97M-V functional and the def2-TZVPD basis", "species": ["C", "C", "H", "H", "H", "H", "H", "H", "C", "C", "H", "H", "H", "H", "H", "H"], "positions_angstrom": [[1.486560, -2.298627, 0.912103], [0.039134, -2.643506, 0.914105], [1.781066, -1.748807, 1.813698], [2.066009, -3.214135, 0.733618], [1.824703, -1.638409, 0.107617], [-0.279478, -3.332957, 0.107280], [-0.644412, -1.813097, 0.691951], [-0.496897, -3.136562, 1.733105], [-0.304684, 2.826049, -0.417955], [-1.196982, 2.130191, -1.432214], [-0.736780, 3.747988, -0.043580], [-0.185626, 2.298331, 0.525399], [0.727078, 2.968830, -0.732966], [-1.023542, 2.504494, -2.437448], [-2.233810, 2.052077, -1.055962], [-1.020457, 1.041034, -1.299682]], "forces_ev_per_a": [[0.994, -0.077, 0.156], [-2.957, -0.321, -1.466], [0.129, -0.547, 0.056], [0.169, 0.254, 0.644], [-0.638, -0.013, -0.206], [0.762, 0.165, -0.070], [0.439, 0.379, 0.190], [1.098, 0.170, 0.692], [0.046, 0.256, 0.934], [-0.055, -1.729, 1.685], [0.131, 0.597, -0.486], [-0.223, -0.687, -0.014], [-0.105, 0.279, -0.394], [-0.531, -0.257, -0.016], [0.084, 1.137, -0.690], [0.657, 0.393, -1.015]], "total_energy_ha": -159.55901, "orbital_gap_ev": 12.361, "lumo_ev": 1.0, "homo_ev": -11.355, "total_charge": 0, "smiles": "CC.CC", "multiplicity": 1}

=====

Entry 6:
{"formula": "C4H12", "method": "the ωB97M-V functional and the def2-TZVPD basis", "species": ["C", "C", "H", "H", "H", "H", "H", "H", "C", "C", "H", "H", "H", "H", "H", "H"], "positions_angstrom": [[2.563067, 0.060233, 0.442667], [1.560657, -0.378169, 1.504151], [2.222038, 0.938589, -0.109642], [3.488166, 0.369242, 0.931894], [2.876073, -0.741063, -0.227355], [1.775080, -1.353613, 1.944597], [0.529770, -0.367328, 1.163483], [1.579776, 0.375767, 2.300559], [-2.774885, 0.299595, -1.218663], [-1.344084, -0.040814, -0.794371], [-2.739630, 0.995863, -2.058895], [-3.351266, -0.595970, -1.445346], [-3.336339, 0.815990, -0.435405], [-0.892154, -0.649224, -1.570724], [-1.366716, -0.598041, 0.147270], [-0.789555, 0.868942, -0.574221]], "forces_ev_per_a": [[0.477, -0.065, 0.261], [-0.099, 0.621, 0.346], [-0.097, -0.249, -0.139], [0.052, 0.037, 0.074], [-0.372, 0.070, -0.233], [0.083, 0.096, -0.087], [0.015, -0.244, -0.272], [0.020, -0.271, 0.104], [0.063, 0.417, 0.292], [-0.917, -0.028, 0.559], [-0.241, -0.295, -0.197], [0.058, 0.029, -0.318], [0.183, -0.007, 0.100], [0.442, 0.079, 0.058], [0.072, -0.174, -0.229], [0.259, -0.016, -0.319]], "total_energy_ha": -159.57981, "orbital_gap_ev": 12.690, "lumo_ev": 1.2, "homo_ev": -11.538, "total_charge": 0, "smiles": "CC.CC", "multiplicity": 1}

=====

Entry 7:
{"formula": "C4H12", "method": "the ωB97M-V functional and the def2-TZVPD basis", "species": ["C", "C", "H", "H", "H", "H", "H", "H", "C", "C", "H", "H", "H", "H", "H", "H"], "positions_angstrom": [[0.028755, 0.045826, -2.392288], [0.600531, 0.780839, -1.270902], [-0.395478, 0.777528, -3.214044], [0.597519, -0.393500, -3.203553], [-0.732450, -0.489973, -1.989914], [-0.087653, 1.523740, -0.847861], [1.624004, 1.395519, -1.525553], [1.224907, 0.261588, -0.491113], [0.163200, 0.127476, 2.044437], [-0.802874, -1.021116, 1.683596], [1.219046, -0.285125, 1.966768], [0.149492, 0.855204, 1.245085], [-0.188798, 0.639456, 2.961411], [-0.555994, -1.501575, 0.703997], [-1.797887, -0.577212, 1.498799], [-0.994383, -1.803798, 2.506917]], "forces_ev_per_a": [[0.198, 2.948, -4.129], [5.511, 2.729, 1.015], [-0.142, -0.599, 2.089], [0.990, -1.257, 1.030], [-2.412, -2.243, 0.303], [0.238, -0.454, 0.119], [-2.595, -0.643, -0.323], [-1.734, -0.494, -0.386], [0.437, -1.168, -0.483], [-1.110, -0.375, 0.128], [-1.066, 0.727, 1.063], [-0.266, 0.252, -0.031], [0.893, -0.483, -0.229], [0.117, 0.121, 0.975], [0.212, -0.173, 0.146], [0.728, 1.112, -1.287]], "total_energy_ha": -159.52550, "orbital_gap_ev": 11.843, "lumo_ev": 1.1, "homo_ev": -10.754, "total_charge": 0, "smiles": "CC.CC", "multiplicity": 1}

=====

Entry 8:
{"formula": "C4H12", "method": "the ωB97M-V functional and the def2-TZVPD basis", "species": ["C", "C", "H", "H", "H", "H", "H", "H", "C", "C", "H", "H", "H", "H", "H", "H"], "positions_angstrom": [[1.906032, -0.585758, -2.108240], [1.237337, -1.141712, -0.767654], [2.579118, 0.136683, -1.802210], [2.548314, -1.412167, -2.622033], [1.180926, -0.000688, -2.653913], [2.017893, -1.557182, -0.102664], [0.590960, -1.891201, -1.022547], [0.754475, -0.398344, -0.273656], [-0.866798, 0.617938, 1.401488], [-2.305807, 1.084417, 1.518398], [-0.290425, 1.115982, 2.191475], [-0.731811, -0.466961, 1.609908], [-0.608600, 0.911021, 0.340386], [-2.611032, 1.497709, 0.468434], [-2.329603, 1.986062, 2.030031], [-2.924801, 0.229773, 1.572838]], "forces_ev_per_a": [[-0.168, -2.566, 1.225], [4.073, -0.241, -2.069], [1.759, 1.489, 0.614], [-1.687, 1.552, 0.397], [-0.270, -0.609, -0.877], [-0.338, 0.162, -0.319], [-1.840, -2.019, -0.438], [-1.342, 2.080, 1.336], [0.372, 0.026, -0.538], [0.375, 0.065, -4.530], [0.362, 0.058, -0.652], [-0.159, 0.673, -0.574], [0.768, -0.618, 1.555], [0.419, -0.773, 1.448], [-0.994, 0.966, 2.080], [-1.327, -0.247, 1.342]], "total_energy_ha": -159.53044, "orbital_gap_ev": 12.093, "lumo_ev": 1.1, "homo_ev": -11.023, "total_charge": 0, "smiles": "CC.CC", "multiplicity": 1}